Entry one
The following is a quantum chemistry calculation of a 2-piece molecular cluster, C9H11N4O overall, from the Open Molecules 2025 dataset.

Kohn-Sham gap: 0.3544 Ha
total charge: +1
HOMO: -12.6453 eV

Element x y z (Å)
O 0.24266 1.19779 -0.15939
N -1.38981 -0.99103 -0.26802
N 1.47658 -0.79252 -0.05692
N -4.83357 1.02345 0.13497
N 2.84555 -1.05489 -0.03412
C -3.66048 0.35563 0.06783
C 1.32524 0.57345 -0.09806
C -2.51209 1.12601 -0.15718
C -1.44636 0.27350 -0.21606
C 3.52465 0.14219 0.04811
C -2.49531 -1.67663 -0.24473
C 5.03503 0.13094 0.02419
C -3.66134 -1.06365 0.10907
C 2.60030 1.17286 -0.07345
H 5.30295 -0.89612 0.31467
H 5.45537 0.32018 -1.08684
H 5.29815 1.05278 0.64854
H 2.88945 2.16819 -0.07951
H -5.74918 0.64378 0.05316
H 0.94042 -1.57446 0.22949
H -2.38716 2.14400 -0.29374
H 2.98139 -1.82543 0.58350
H -4.94519 1.85549 0.62758
H -2.29252 -2.79356 -0.35303
H -4.54472 -1.51193 0.27994

***

Entry two
The following is a quantum chemistry calculation of a 2-piece molecular cluster, C9H11N4O overall, from the Open Molecules 2025 dataset.

Kohn-Sham gap (spin up / spin down): 0.1972 / 0.1972 Ha
total charge: +1
HOMO (spin up / spin down): -11.0281 / -11.0289 eV

Element x y z (Å)
O -0.66629 -1.65521 -0.65323
N 5.09732 -0.96137 0.12168
N -2.65017 -1.72735 0.59739
N 1.53314 1.20022 0.18665
N -3.71452 -0.87579 0.67950
C -3.52302 0.20704 -0.06575
C 1.68032 0.00000 -0.07657
C -2.34117 0.04602 -0.77114
C -1.73152 -1.18716 -0.41359
C 2.63470 -0.90110 -0.26838
C 3.95161 1.10583 0.23295
C 2.75913 1.85893 0.32685
C 3.89047 -0.31949 -0.01770
C -4.47256 1.34188 -0.30856
H -5.53142 0.89903 -0.75001
H -2.15188 0.61777 -1.62028
H 5.89477 -0.46015 0.01508
H -4.75446 1.95969 0.56973
H -3.99345 2.05648 -0.91278
H 5.13036 -1.88984 -0.04892
H -4.46990 -0.99204 1.37565
H 2.46283 -1.90166 -0.32247
H 4.97018 1.32694 0.54132
H 2.69715 2.92173 0.68240
H -2.70163 -2.67040 0.90018

***

Energies relative to the most stable structure are entry one 0.000; entry two 1.704, reported in eV.

***

Entry one
The following is a quantum chemistry calculation of a 2-piece molecular cluster, C3H2FNOS overall, from the Open Molecules 2025 dataset.

Kohn-Sham gap (spin up / spin down): 0.2134 / 0.2142 Ha
HOMO (spin up / spin down): -9.3684 / -9.3886 eV

Element x y z (Å)
S -0.61549 2.06324 -1.61946
F -3.27422 2.09435 -1.95780
O 0.70764 2.13736 -2.20660
N -1.46795 -0.21791 -1.39577
C -0.30267 1.13710 -0.06773
C -0.78061 -0.09966 -0.19612
C -1.47175 0.44407 -2.37671
H 0.26277 1.51829 0.76810
H -1.03314 -0.89544 0.52788

***

Entry two
The following is a quantum chemistry calculation of C3H2FNOS as an isolated structure, from the Open Molecules 2025 dataset.

Kohn-Sham gap: 0.3428 Ha
HOMO: -10.6448 eV

Element x y z (Å)
S 2.25060 1.15673 -0.43572
F 4.06169 -1.25105 0.00822
O 2.73210 1.98719 0.64932
N 1.55518 -1.48706 0.23092
C 2.46523 -0.68297 0.01378
C 0.47654 0.57417 -0.18511
C 0.44000 -0.74750 0.06736
H -0.33986 -1.47948 0.24392
H -0.39380 1.20305 -0.39604

***

Energies relative to the most stable structure are entry one 3.133; entry two 0.000, reported in eV.

***

Entry one
The following is a quantum chemistry calculation of one molecule with the formula C2H4N2O3, from the Open Molecules 2025 dataset.

Kohn-Sham gap (spin up / spin down): 0.2246 / 0.3184 Ha
HOMO (spin up / spin down): -9.1872 / -10.0897 eV

Element x y z (Å)
O -0.36925 1.60291 -0.05595
O 2.20747 0.36681 0.12707
O -2.75202 -0.77299 -0.04001
N -0.02426 -0.68530 -0.01812
N -2.11065 0.24444 0.03773
C -0.65158 0.42963 -0.00857
C 1.39583 -0.80375 0.01806
H 1.62098 -1.37465 0.90573
H 1.51972 -1.24902 -1.03262
H -2.50949 1.08631 0.27774
H 1.67325 1.15561 -0.21106

***

Entry two
The following is a quantum chemistry calculation of a 2-piece molecular cluster, C2H4N2O3 overall, from the Open Molecules 2025 dataset.

Kohn-Sham gap: 0.3575 Ha
HOMO: -11.0079 eV

Element x y z (Å)
O -0.67775 0.25162 -2.09576
O 1.30642 1.10751 -2.15461
O 0.87722 2.31058 1.65853
N 0.25805 0.83326 -1.61781
N 0.62614 1.82490 0.62926
C -0.51300 -1.51086 0.77038
C 0.16950 1.26354 -0.28904
H -0.71045 -2.51942 1.11485
H -0.69502 -1.46531 -0.29369
H 0.52380 -1.27353 0.98394
H -1.16491 -0.82229 1.29395

***

Entry three
The following is a quantum chemistry calculation of one molecule with the formula C2H4N2O3, from the Open Molecules 2025 dataset.

Kohn-Sham gap (spin up / spin down): 0.3095 / 0.3095 Ha
HOMO (spin up / spin down): -10.1072 / -10.1071 eV
SMILES: COC(=O)/N=N\O

Element x y z (Å)
O 0.08862 0.74646 -0.05350
O -2.21635 -0.60714 -0.41925
O 1.01183 0.39572 -2.33686
N -0.19602 -1.22157 -1.13707
N -0.96698 -1.04776 -0.08112
C 0.97792 0.68418 1.04949
C 0.42383 -0.10369 -1.43593
H -2.75287 -0.86334 0.34947
H 0.86378 -0.24673 1.61392
H 0.75366 1.49504 1.74740
H 2.01257 0.76884 0.70345

***

Energies relative to the most stable structure are entry one 0.000; entry two 2.400; entry three 0.887, reported in eV.

***

Entry one
The following is a quantum chemistry calculation of an isolated ion of composition C3H10N3O and charge +1, from the Open Molecules 2025 dataset.

Kohn-Sham gap: 0.3818 Ha
total charge: +1
HOMO: -13.8128 eV
SMILES: C[C@@H]([NH3+])N(N)C=O

Element x y z (Å)
O 1.61787 1.97548 0.48850
N 0.55609 -0.26555 0.59464
N -0.60362 1.40806 -0.65118
N 0.73022 -1.57094 0.97745
C -1.44895 -0.89439 -0.66507
C 1.67069 0.88490 0.96590
C -0.19312 -0.03834 -0.62659
H 0.59523 -1.69890 1.97430
H 2.36027 0.50197 1.71269
H -0.97382 1.67797 -1.56857
H 1.59645 -2.00340 0.66594
H -1.19362 -1.94801 -0.66872
H -1.31920 1.58249 0.06263
H 0.42490 -0.20808 -1.52380
H -2.02618 -0.67630 -1.55942
H 0.26410 1.97452 -0.39372
H -2.05732 -0.70148 0.21502

***

Entry two
The following is a quantum chemistry calculation of C3H10N3O as an isolated structure, from the Open Molecules 2025 dataset.

Kohn-Sham gap: 0.3700 Ha
total charge: +1
HOMO: -13.3802 eV

Element x y z (Å)
O 0.77895 -0.61239 -1.03735
N 0.89964 -1.10758 1.29235
N -1.17040 0.01313 0.38355
N -1.29146 1.10912 -0.52721
C -1.43243 0.37121 1.73288
C 1.96538 -1.15167 -1.70819
C 0.54649 -0.79574 0.20138
H 2.68869 -1.00209 -1.03688
H 1.89269 -1.50259 1.50499
H 1.77285 -2.16867 -2.01584
H -0.57740 -0.10211 2.24321
H -0.96798 1.93372 -0.07894
H -0.70094 0.75766 -1.41121
H 1.98911 -0.68781 -2.64318
H -1.34097 1.48737 1.84679
H -2.49105 -0.01813 2.02863
H -2.31252 1.12077 -0.81870

***

Energies relative to the most stable structure are entry one 0.000; entry two 2.970, reported in eV.